Record 1
A 2-piece molecular cluster, C4H8ClNS overall at a distorted geometry. Source: OMol25; level of theory: wB97M-V/def2-TZVPD.

```
15
Properties=species:S:1:pos:R:3
C 2.637 -0.508 -0.061
C -1.472 -0.168 1.311
C -1.246 0.971 -0.962
C -0.620 0.173 0.137
N 2.173 -1.539 -0.505
S 0.907 1.056 0.815
Cl 4.115 0.222 -0.056
H -0.770 -0.484 2.070
H -1.844 0.853 1.565
H -2.134 -1.072 1.062
H -1.604 1.966 -0.695
H -2.210 0.416 -1.413
H -0.606 1.051 -1.845
H -0.091 -0.615 -0.443
H 2.762 -2.322 -0.981
```

Calculated total energy, eV: -29122.4407
Energy above the lowest of the compared OMol25 structures with the same formula, charge and spin, kcal per mole: 59.25
E_HOMO, Eh: -0.3166
Orbital gap, hartree: 0.289

Löwdin population analysis, charges in e, atoms 1 to 8:
1. C -0.921
2. C -0.166
3. C -0.186
4. C -0.800
5. N 0.027
6. S 0.669
7. Cl 0.692
8. H 0.038



Record 2
One molecule with the formula C4H8ClOP at a distorted geometry. Source: OMol25; level of theory: wB97M-V/def2-TZVPD.

```
15
Properties=species:S:1:pos:R:3
C -0.752 0.827 0.022
C 0.729 1.201 0.058
C -1.063 -0.335 0.970
C 1.577 0.106 -0.494
O -0.976 -2.105 -0.927
P -0.152 -1.864 0.476
Cl 3.201 0.001 0.067
H -1.358 1.696 0.294
H -1.019 0.531 -0.993
H 0.859 2.110 -0.542
H 1.030 1.431 1.081
H -0.754 -0.090 1.988
H -2.139 -0.531 0.967
H 1.480 -0.115 -1.548
H -0.662 -2.863 -1.419
```

Calculated total energy, eV: -28135.0010
Energy above the lowest of the compared OMol25 structures with the same formula, charge and spin, kcal per mole: 58.14
E_HOMO (alpha / beta), Eh: -0.2803 / -0.2691
Orbital gap (alpha / beta), hartree: 0.285 / 0.277

Löwdin population analysis, charges in e, atoms 1 to 8:
1. C -0.288
2. C -0.336
3. C -0.432
4. C -0.679
5. O -0.395
6. P 0.929
7. Cl 0.561
8. H 0.106



Record 3
C4H8CrO2 as an isolated structure at a distorted geometry. Source: OMol25; level of theory: wB97M-V/def2-TZVPD.

```
15
Properties=species:S:1:pos:R:3
H -1.784 2.677 0.418
C -1.397 0.720 -0.500
C -1.214 1.739 0.476
O -0.351 1.638 1.482
Cr 0.966 0.572 2.041
H -2.260 0.081 -0.257
H -1.206 1.053 -1.527
O 1.852 -1.357 0.625
C 1.193 -0.799 -0.521
C -0.283 -1.008 -0.348
H 2.798 -1.438 0.468
H 1.545 -1.275 -1.451
H 1.436 0.275 -0.482
H -0.568 -1.221 0.690
H -0.727 -1.657 -1.114
```

Total charge: +2
Calculated total energy, eV: -36771.7956
Spin multiplicity: 5
Energy above the lowest of the compared OMol25 structures with the same formula, charge and spin, kcal per mole: 23.04
E_HOMO (alpha / beta), Eh: -0.6959 / -0.6973
Orbital gap (alpha / beta), hartree: 0.278 / 0.318

Löwdin population analysis, charges in e, atoms 1 to 8:
1. H 0.181
2. C 0.026
3. C -0.012
4. O -0.153
5. Cr 1.372
6. H 0.145
7. H 0.139
8. O -0.076



Record 4
C4H8F2S as an isolated structure at a distorted geometry. Source: OMol25; level of theory: wB97M-V/def2-TZVPD.

```
15
Properties=species:S:1:pos:R:3
C -1.164 -1.188 -1.219
C -0.530 -0.004 -0.543
C 0.947 0.142 -0.788
C 0.392 0.817 1.725
H -2.233 -1.248 -1.009
H -0.675 -2.112 -0.885
H -1.008 -1.124 -2.304
H 1.139 0.230 -1.865
H 1.357 1.015 -0.278
H 1.471 -0.759 -0.447
H -0.193 0.117 1.121
H 0.617 1.747 1.192
F 1.558 0.220 2.073
F -0.305 1.114 2.849
S -1.373 1.034 0.380
```

Calculated total energy, eV: -20543.7930
Energy above the lowest of the compared OMol25 structures with the same formula, charge and spin, kcal per mole: 93.91
E_HOMO, Eh: -0.3061
Orbital gap, hartree: 0.284

Löwdin population analysis, charges in e, atoms 1 to 8:
1. C -0.113
2. C -0.763
3. C -0.093
4. C -0.544
5. H 0.069
6. H 0.091
7. H 0.089
8. H 0.104



Record 5
One molecule with the formula C4H8F2S at a distorted geometry. Source: OMol25; level of theory: wB97M-V/def2-TZVPD.

```
15
Properties=species:S:1:pos:R:3
F -0.771 -1.534 0.741
C -1.347 -0.823 -0.331
F -2.660 -1.034 -0.254
C -1.027 0.599 -0.045
C 0.431 1.047 -0.226
C 1.507 0.236 0.525
S 2.164 -1.269 -0.339
H -0.896 -1.125 -1.299
H -1.411 0.766 0.942
H -1.634 1.211 -0.754
H 0.432 2.099 0.164
H 0.673 1.047 -1.309
H 2.347 0.863 0.801
H 1.076 -0.090 1.489
H 1.115 -1.992 -0.105
```

Calculated total energy, eV: -20547.8655
Energy above the lowest of the compared OMol25 structures with the same formula, charge and spin, kcal per mole: 0.00
E_HOMO, Eh: -0.3366
Orbital gap, hartree: 0.372

Löwdin population analysis, charges in e, atoms 1 to 8:
1. F -0.023
2. C -0.411
3. F 0.083
4. C -0.156
5. C -0.251
6. C -0.530
7. S 0.709
8. H 0.162



Record 6
A 2-piece molecular cluster, C4H8F3P overall at a distorted geometry. Source: OMol25; level of theory: wB97M-V/def2-TZVPD.

```
16
Properties=species:S:1:pos:R:3
C -1.569 0.818 -1.187
C -2.155 -0.741 1.003
C 2.369 0.273 0.550
C 2.315 -0.685 -0.525
F 2.950 1.461 0.137
F 1.082 0.676 0.998
F 2.760 -1.943 -0.149
P -1.237 -0.901 -0.597
H -0.830 1.632 -0.967
H -2.577 1.271 -0.833
H -1.540 0.904 -2.267
H -2.378 -1.812 1.321
H -3.083 -0.278 0.666
H -1.740 -0.075 1.830
H 2.882 0.028 1.593
H 2.753 -0.628 -1.573
```

Calculated total energy, eV: -21714.7587
Energy above the lowest of the compared OMol25 structures with the same formula, charge and spin, kcal per mole: 63.37
E_HOMO (alpha / beta), Eh: -0.2849 / -0.3444
Orbital gap (alpha / beta), hartree: 0.254 / 0.329

Löwdin population analysis, charges in e, atoms 1 to 8:
1. C -0.440
2. C -0.429
3. C -0.347
4. C -0.027
5. F 0.016
6. F -0.046
7. F -0.037
8. P 0.805



- calculated total energy of number 3 (C4H8CrO2)?
  -36771.7956 eV